1.
# C5H13NO

A 2-piece molecular cluster, C5H13NO overall at a distorted geometry (ωB97M-V/def2-TZVPD, the OMol25 dataset).

Output
SMILES ... CCC(N)=O.CC
Lowest unoccupied orbital energy ... 0.842 eV
HOMO energy ... -9.7 eV
Energy above the lowest of the compared OMol25 structures with the same formula, charge and spin ... 26.99 kJ/mol

Each line ends with the natural charge from an NBO analysis.
Geometry (Å):
C -0.641 -1.160 2.267  -0.615
C -0.535 -2.551 1.617  -0.613
H -0.821 -1.312 3.331  0.207
H 0.316 -0.638 2.284  0.207
H -1.468 -0.618 1.825  0.197
H -1.126 -3.284 2.168  0.202
H -1.006 -2.576 0.650  0.208
H 0.478 -2.922 1.521  0.208
C 1.085 1.053 -0.966  -0.488
C 1.304 2.510 -1.362  -0.596
C 0.001 0.420 -1.810  0.673
O 0.147 0.121 -2.980  -0.612
N -1.200 0.249 -1.193  -0.828
H 2.010 0.476 -0.977  0.232
H 0.747 0.976 0.072  0.195
H 0.378 3.078 -1.385  0.208
H 1.777 2.571 -2.331  0.221
H -2.013 0.053 -1.755  0.397
H -1.460 0.635 -0.301  0.388
H 2.026 2.919 -0.673  0.211

Atoms 1-6, force components in eV/Å:
0.49 -1.11 0.62
-0.49 -0.01 0.18
-0.39 0.19 0.07
-0.19 0.34 -0.63
0.09 0.46 0.08
0.20 -0.04 0.29

2.
# C5H7NO

C5H7NO as an isolated structure (ωB97M-V/def2-TZVPD, the OMol25 dataset).

Output
Lowest unoccupied orbital energy (alpha / beta) ... 0.484 / 0.483 eV
HOMO energy (alpha / beta) ... -8.2 / -8.2 eV
Energy above the lowest of the compared OMol25 structures with the same formula, charge and spin ... 497.41 kJ/mol

Each line ends with the natural charge from an NBO analysis.
Geometry (Å):
C -1.228 -0.597 -0.553  -0.325
C 0.068 -0.549 -0.084  0.072
C 1.024 1.321 -1.195  0.399
C 0.636 -1.509 1.985  -0.116
C -0.369 1.217 -0.650  -0.409
N 0.389 -0.545 1.191  -0.421
O 1.898 1.958 -0.655  -0.541
H 1.183 0.794 -2.153  0.121
H -1.419 -0.651 -1.614  0.208
H -2.079 -0.809 0.104  0.200
H 0.597 -2.556 1.677  0.152
H 0.922 -1.288 3.008  0.177
H -0.493 1.707 0.309  0.247
H -1.129 1.506 -1.371  0.237

Atoms 1-6, force components in eV/Å:
0.18 0.26 0.20
-0.04 0.00 -0.66
0.19 0.18 0.14
-0.10 0.21 -0.32
-0.07 -0.47 0.09
0.02 -0.09 0.70

3.
# CH5F2N2

A 2-piece molecular cluster, CH5F2N2 overall at a distorted geometry (ωB97M-V/def2-TZVPD, the OMol25 dataset).

Output
Lowest unoccupied orbital energy (alpha / beta) ... -5.445 / -4.549 eV
HOMO energy (alpha / beta) ... -14.8 / -15.0 eV
Net charge ... +1
Energy above the lowest of the compared OMol25 structures with the same formula, charge and spin ... 273.25 kJ/mol

Each line ends with the natural charge from an NBO analysis.
Geometry (Å):
C 0.556 0.036 0.648  -0.140
N -1.866 -0.628 -0.025  0.385
N 1.148 0.235 -0.663  -0.715
F -2.300 0.532 -0.457  -0.188
F -2.533 -0.902 1.062  -0.157
H 1.028 -0.614 1.389  0.226
H -0.018 0.761 1.176  0.218
H 1.380 -0.735 -1.009  0.460
H 2.018 0.622 -0.667  0.439
H 0.587 0.693 -1.454  0.473

Atoms 1-6, force components in eV/Å:
-0.36 -0.13 1.50
1.52 -1.59 -0.86
-3.05 -2.96 -1.76
-0.68 1.29 -0.07
-0.67 0.20 0.84
0.35 -0.30 -1.07

4.
# C23H66N8O15

A 9-piece molecular cluster, C23H66N8O15 overall at a distorted geometry (ωB97M-V/def2-TZVPD, the OMol25 dataset).

Output
SMILES ... COCCNCCOC.COCCNCCOC.NC(N)=O.NC(N)=O.NC(N)=O.OCCO.OCCO.OCCO.OCCO
Lowest unoccupied orbital energy ... -0.042 eV
HOMO energy ... -8.7 eV
Energy above the lowest of the compared OMol25 structures with the same formula, charge and spin ... 382.51 kJ/mol

Each line ends with the Löwdin charge.
Geometry (Å):
C 3.002 -0.907 -0.891  -0.748
O 2.543 -0.189 -1.782  -0.001
N 3.363 -0.481 0.239  0.208
N 3.082 -2.217 -0.912  0.215
H 3.727 -1.058 0.984  0.134
H 3.461 0.523 0.292  0.094
H 2.932 -2.733 -1.767  0.074
H 3.516 -2.680 -0.126  0.119
C -4.508 1.610 3.083  -0.806
O -4.334 2.710 3.515  0.049
N -4.613 0.573 3.796  0.164
N -4.361 1.305 1.779  0.182
H -4.579 0.628 4.804  0.127
H -4.856 -0.313 3.376  0.115
H -4.167 1.972 1.046  0.068
H -4.235 0.325 1.572  0.089
C -0.353 0.996 -0.432  -0.702
O -1.517 1.201 -0.042  -0.009
N 0.034 -0.172 -0.864  0.216
N 0.644 1.808 -0.430  0.211
H 1.009 -0.287 -1.100  0.043
H -0.607 -0.922 -1.079  0.075
H 1.586 1.577 -0.711  0.084
H 0.528 2.649 0.117  0.055
C 4.406 -4.261 -3.483  -0.109
O 3.164 -3.588 -3.356  -0.230
C 2.512 -3.391 -4.636  -0.193
C 1.080 -2.992 -4.478  -0.238
N 0.337 -3.630 -3.425  -0.033
C -1.084 -3.113 -3.575  -0.167
C -2.055 -3.343 -2.387  -0.214
O -1.838 -2.404 -1.360  -0.215
C -2.938 -1.519 -1.326  -0.115
H 5.011 -4.058 -4.367  0.089
H 4.355 -5.350 -3.498  0.086
H 5.009 -4.059 -2.598  0.083
H 2.671 -4.264 -5.270  0.119
H 3.062 -2.598 -5.142  0.127
H 0.648 -3.047 -5.478  0.135
H 1.277 -1.956 -4.202  0.111
H 0.605 -3.455 -2.467  0.094
H -1.519 -3.633 -4.429  0.112
H -1.042 -2.040 -3.758  0.112
H -1.814 -4.280 -1.885  0.122
H -3.031 -3.532 -2.834  0.121
H -2.810 -0.759 -2.098  0.082
H -2.869 -0.902 -0.430  0.071
H -3.951 -1.908 -1.424  0.096
C 2.125 -5.437 3.487  -0.101
O 2.123 -4.286 2.636  -0.223
C 1.002 -4.225 1.713  -0.167
C 0.404 -2.728 1.660  -0.210
N -0.025 -2.285 2.958  -0.068
C -0.307 -0.860 2.850  -0.178
C -0.962 -0.398 4.206  -0.181
O -0.135 -0.591 5.374  -0.222
C -0.738 -0.288 6.680  -0.065
H 2.441 -6.336 2.957  0.079
H 1.114 -5.623 3.848  0.085
H 2.858 -5.239 4.269  0.086
H 0.192 -4.909 1.964  0.107
H 1.337 -4.588 0.741  0.102
H -0.343 -2.613 0.875  0.102
H 1.264 -2.111 1.398  0.080
H 0.803 -2.510 3.490  0.103
H -0.994 -0.768 2.009  0.110
H 0.619 -0.337 2.610  0.111
H -2.004 -0.704 4.292  0.107
H -0.917 0.688 4.116  0.084
H -1.301 -1.215 6.783  0.080
H -1.356 0.609 6.628  0.082
H -0.069 -0.271 7.541  0.078
C 0.732 1.932 -3.977  -0.279
C -0.149 2.159 -5.268  -0.278
O -1.236 2.931 -4.961  -0.057
O 1.767 1.105 -4.294  -0.043
H 0.042 1.660 -3.178  0.109
H 1.058 2.964 -3.846  0.114
H -0.589 1.244 -5.664  0.116
H 0.488 2.574 -6.049  0.117
H -0.959 3.850 -4.964  0.092
H 2.148 0.927 -3.431  0.042
C 3.548 3.102 2.053  -0.199
C 3.541 4.628 2.145  -0.207
O 2.284 5.052 2.528  -0.083
O 3.277 2.683 0.736  -0.077
H 2.892 2.511 2.692  0.133
H 4.529 2.748 2.370  0.120
H 3.724 5.204 1.237  0.135
H 4.277 4.881 2.909  0.123
H 2.344 5.992 2.718  0.128
H 4.077 2.440 0.265  0.091
C -0.573 3.017 2.877  -0.170
C -0.911 4.089 1.812  -0.170
O 0.083 4.106 0.787  -0.088
O 0.467 3.587 3.738  -0.102
H -0.150 2.077 2.522  0.093
H -1.437 2.784 3.498  0.106
H -1.004 5.107 2.191  0.130
H -1.847 3.786 1.344  0.106
H 0.857 4.526 1.171  0.056
H 1.073 4.100 3.198  -0.009
C -4.585 2.995 -2.748  -0.243
C -3.994 2.107 -1.641  -0.240
O -3.465 2.878 -0.581  -0.110
O -5.357 3.997 -2.156  -0.064
H -5.081 2.380 -3.500  0.118
H -3.807 3.592 -3.223  0.110
H -3.209 1.494 -2.085  0.104
H -4.785 1.498 -1.204  0.116
H -2.649 2.404 -0.407  0.008
H -5.037 4.082 -1.255  0.071

Atoms 1-6, force components in eV/Å:
-0.93 -1.78 -2.80
0.55 0.45 -0.92
2.02 4.14 5.16
-0.13 -2.85 -1.03
-0.14 0.29 -0.25
-0.21 -0.10 0.71

5.
# C17H16N4OS2

C17H16N4OS2 as an isolated structure at a distorted geometry (ωB97M-V/def2-TZVPD, the OMol25 dataset).

Output
Lowest unoccupied orbital energy ... -0.221 eV
HOMO energy ... -7.4 eV
Energy above the lowest of the compared OMol25 structures with the same formula, charge and spin ... 1550.18 kJ/mol

Each line ends with the natural charge from an NBO analysis.
Geometry (Å):
C 5.340 -0.219 1.179  -0.601
H 5.133 -0.398 2.118  0.185
H 6.530 -0.062 1.015  0.227
H 4.897 0.651 0.663  0.216
S 4.864 -1.821 -0.091  0.147
C 3.026 -1.723 0.119  -0.044
C 2.364 -2.701 -0.589  -0.311
C 1.061 -2.601 -0.956  -0.095
C 0.245 -1.699 -0.196  -0.124
C 0.974 -0.859 0.737  -0.126
C 2.249 -0.568 0.851  -0.177
H 2.662 0.044 1.394  0.182
H 0.353 -0.324 1.220  0.195
C -1.114 -1.646 -0.205  0.115
N -1.831 -0.765 0.073  -0.269
N -3.234 -0.762 0.230  -0.229
C -3.860 0.275 0.143  0.311
N -5.204 0.136 0.197  -0.262
N -5.176 -1.046 0.100  -0.272
C -4.105 -1.729 0.272  0.174
S -3.871 -3.401 0.155  -0.371
H -6.298 -1.508 0.360  0.397
C -3.369 1.946 0.022  0.018
H -3.297 2.124 -0.925  0.160
O -2.201 2.272 0.455  -0.501
C -0.888 2.081 0.084  0.251
C 0.087 2.383 0.859  -0.237
C 1.401 2.744 0.333  -0.195
C 1.550 2.050 -0.790  -0.212
C 0.626 1.543 -1.591  -0.214
C -0.694 1.679 -1.228  -0.224
H -1.518 1.132 -1.924  0.233
H 0.820 1.229 -2.629  0.223
H 2.613 1.966 -1.315  0.198
H 2.130 2.919 0.974  0.207
H -0.106 3.149 1.884  0.224
H -4.115 2.496 0.195  0.189
H -1.578 -2.561 -0.495  0.201
H 0.587 -3.302 -1.461  0.204
H 2.948 -3.126 -1.236  0.204

Atoms 1-6, force components in eV/Å:
3.84 -0.01 -7.91
-1.40 -1.04 4.64
-2.87 -0.69 0.49
-0.14 -0.56 0.67
-1.11 2.72 2.74
0.67 3.16 1.53

6.
# C44H59BN12O3RbS3

C44H59BN12O3RbS3 as an isolated structure (ωB97M-V/def2-TZVPD, the OMol25 dataset).

Output
Lowest unoccupied orbital energy ... 1.580 eV
HOMO energy ... -4.6 eV
Net charge ... -1
Energy above the lowest of the compared OMol25 structures with the same formula, charge and spin ... 84.75 kJ/mol

Each line ends with the Löwdin charge.
Geometry (Å):
Rb 0.714 -0.724 -1.134  0.599
C -4.868 0.698 -1.358  -0.049
C -4.706 2.086 -0.733  -0.549
C -6.078 2.760 -0.724  -0.063
C -3.750 2.964 -1.539  -0.037
N -4.215 1.957 0.663  0.002
C -4.905 2.423 1.773  -0.052
C -4.162 2.131 2.851  -0.064
N -3.010 1.497 2.436  0.030
B -1.987 1.127 3.570  -0.594
N -1.221 2.361 4.071  0.019
C -0.918 2.464 5.413  -0.108
C -0.106 3.516 5.586  -0.071
N 0.093 4.091 4.334  -0.002
C -0.616 3.381 3.403  -0.703
S -0.798 3.724 1.758  0.638
C 0.986 5.249 4.087  -0.557
C 1.642 5.671 5.403  -0.064
C 0.177 6.431 3.553  -0.055
C 2.088 4.836 3.112  -0.051
N -1.143 -0.120 3.182  0.047
C -1.837 -1.228 2.745  -0.106
C -0.968 -2.226 2.543  -0.064
N 0.299 -1.740 2.847  0.012
C 0.171 -0.445 3.303  -0.687
S 1.373 0.527 4.012  0.634
C 1.458 -2.679 2.902  -0.533
C 1.299 -3.729 1.797  -0.039
C 2.808 -2.002 2.675  -0.078
C 1.437 -3.347 4.278  -0.027
C -3.031 1.399 1.085  -0.691
S -1.836 0.724 0.084  0.587
H -5.222 0.804 -2.386  0.086
H -5.607 0.120 -0.797  0.088
H -3.923 0.161 -1.358  0.022
H -6.426 2.820 -1.755  0.087
H -6.029 3.775 -0.327  0.086
H -6.811 2.186 -0.157  0.084
H -4.145 3.095 -2.549  0.087
H -2.766 2.509 -1.593  0.013
H -3.652 3.944 -1.069  0.096
H -5.857 2.911 1.710  0.102
H -4.346 2.323 3.892  0.119
H -2.683 0.790 4.507  0.119
H -1.276 1.742 6.123  0.116
H 0.359 3.882 6.479  0.101
H 0.906 5.985 6.145  0.081
H 2.294 6.520 5.196  0.084
H 2.255 4.871 5.822  0.086
H -0.586 6.722 4.279  0.086
H -0.311 6.180 2.615  0.025
H 0.847 7.280 3.397  0.082
H 2.634 3.978 3.511  0.089
H 2.780 5.668 2.971  0.083
H 1.665 4.553 2.150  0.024
H -2.902 -1.196 2.593  0.125
H -1.137 -3.218 2.174  0.107
H 1.225 -3.272 0.810  0.060
H 0.440 -4.383 1.939  0.076
H 2.188 -4.361 1.798  0.092
H 2.798 -1.440 1.742  0.036
H 3.556 -2.794 2.596  0.089
H 3.072 -1.325 3.478  0.020
H 0.497 -3.880 4.435  0.083
H 1.547 -2.592 5.058  0.080
H 2.259 -4.061 4.362  0.086
O 3.195 -7.706 -3.948  -0.048
C 1.995 -7.495 -3.695  -0.694
O 0.985 -8.200 -3.865  -0.045
C 1.711 -6.110 -3.056  -0.084
C 0.425 -5.721 -2.724  0.048
C 0.209 -4.460 -2.176  -0.212
N 1.200 -3.600 -1.935  0.108
C 2.442 -3.980 -2.243  -0.215
C 2.738 -5.216 -2.802  0.047
C 3.533 -3.007 -1.943  -0.232
C 4.696 -2.986 -2.714  -0.018
C 5.692 -2.075 -2.410  -0.060
C 5.507 -1.210 -1.343  -0.065
C 4.317 -1.297 -0.638  -0.150
N 3.348 -2.163 -0.923  0.078
C -1.174 -4.004 -1.844  -0.219
C -2.267 -4.499 -2.553  -0.014
C -3.538 -4.066 -2.218  -0.065
C -3.684 -3.149 -1.190  -0.060
C -2.541 -2.700 -0.546  -0.156
N -1.312 -3.111 -0.858  0.097
H -0.372 -6.432 -2.893  0.115
H 3.746 -5.534 -3.032  0.115
H 4.806 -3.671 -3.543  0.116
H 6.600 -2.041 -3.000  0.108
H 6.256 -0.482 -1.063  0.105
H 4.131 -0.637 0.205  0.095
H -2.117 -5.201 -3.361  0.112
H -4.400 -4.437 -2.758  0.106
H -4.656 -2.777 -0.895  0.100
H -2.597 -1.955 0.239  0.048
C 0.109 -0.767 -4.659  -0.219
C 1.569 -0.385 -4.924  -0.203
N 2.382 -0.285 -3.716  -0.082
C 3.136 0.952 -3.543  -0.213
C 2.266 2.206 -3.433  -0.210
N 1.216 2.101 -2.433  -0.079
C -0.134 2.422 -2.878  -0.224
C -0.664 1.503 -3.981  -0.206
N -0.551 0.084 -3.683  -0.119
H -0.398 -0.774 -5.640  0.115
H 0.079 -1.791 -4.274  0.109
H 1.974 -1.134 -5.612  0.121
H 1.603 0.562 -5.468  0.101
H 3.020 -1.067 -3.655  0.082
H 3.716 0.845 -2.623  0.103
H 3.858 1.128 -4.360  0.116
H 2.940 3.045 -3.223  0.119
H 1.823 2.430 -4.407  0.101
H 1.432 2.647 -1.610  0.093
H -0.779 2.346 -2.001  0.056
H -0.220 3.453 -3.262  0.121
H -1.707 1.789 -4.161  0.116
H -0.140 1.714 -4.918  0.101
H -1.437 -0.307 -3.398  0.102
O 2.143 2.084 0.749  0.026
C 1.856 1.042 1.071  -0.110

Atoms 1-6, force components in eV/Å:
-0.07 -0.24 0.13
0.00 0.01 0.01
0.01 -0.02 -0.01
0.00 0.01 -0.01
-0.03 -0.01 -0.01
0.02 0.01 0.03

Question: Which of these has the highest energy above the lowest of the compared OMol25 structures with the same formula, charge and spin?
Answer: C17H16N4OS2

Question: What is the formula in the second record?
Answer: C5H7NO

Question: What is the formula in the third record?
Answer: CH5F2N2

Copy entry 3 word for word.
# CH5F2N2

A 2-piece molecular cluster, CH5F2N2 overall at a distorted geometry (ωB97M-V/def2-TZVPD, the OMol25 dataset).

Output
Lowest unoccupied orbital energy (alpha / beta) ... -5.445 / -4.549 eV
HOMO energy (alpha / beta) ... -14.8 / -15.0 eV
Net charge ... +1
Energy above the lowest of the compared OMol25 structures with the same formula, charge and spin ... 273.25 kJ/mol

Each line ends with the natural charge from an NBO analysis.
Geometry (Å):
C 0.556 0.036 0.648  -0.140
N -1.866 -0.628 -0.025  0.385
N 1.148 0.235 -0.663  -0.715
F -2.300 0.532 -0.457  -0.188
F -2.533 -0.902 1.062  -0.157
H 1.028 -0.614 1.389  0.226
H -0.018 0.761 1.176  0.218
H 1.380 -0.735 -1.009  0.460
H 2.018 0.622 -0.667  0.439
H 0.587 0.693 -1.454  0.473

Atoms 1-6, force components in eV/Å:
-0.36 -0.13 1.50
1.52 -1.59 -0.86
-3.05 -2.96 -1.76
-0.68 1.29 -0.07
-0.67 0.20 0.84
0.35 -0.30 -1.07